Computed, not measured: a 13-piece molecular cluster, C36H73Cl24N3O2 overall, with ωB97M-V with the def2-TZVPD basis set.

HOMO energy (eV): -8.86
LUMO energy (eV): 0.1
E (eV): -347623.99865
Maximum force (eV/A): 1.24
Gap between HOMO and LUMO (eV): 9.0

Cartesian coordinates (Å):
1 C -0.1460 -4.7161 2.0354
2 C 0.7679 -5.1593 0.8845
3 C 0.7928 -4.1984 -0.3218
4 C 2.0763 -3.3466 -0.3682
5 C 1.9456 -1.9617 -1.0077
6 C 0.9995 -0.9575 -0.3112
7 C 0.7860 -1.2105 1.1713
8 C 0.0424 -0.0793 1.8814
9 C -0.1595 -0.4040 3.3721
10 C 0.9949 0.0607 4.2616
11 N 2.0234 -0.9863 4.4183
12 C 3.2434 -0.8850 3.8395
13 N 3.7637 0.3558 3.5449
14 N 3.9448 -1.9673 3.6437
15 C 3.4638 -3.3582 4.0624
16 O 3.6047 -3.5599 5.2580
17 O 2.9967 -3.9905 3.1269
18 H -1.0209 -4.1759 1.6658
19 H 0.4097 -4.0791 2.7284
20 H -0.4936 -5.5719 2.6157
21 H 1.7729 -5.3122 1.2785
22 H 0.4007 -6.1279 0.5321
23 H -0.0832 -3.5458 -0.3095
24 H 0.7606 -4.8084 -1.2183
25 H 2.8387 -3.9095 -0.9152
26 H 2.4757 -3.2307 0.6438
27 H 1.6723 -2.0643 -2.0626
28 H 2.9480 -1.5164 -0.9930
29 H 0.0525 -0.8515 -0.8447
30 H 1.4839 0.0222 -0.4072
31 H 1.7709 -1.3414 1.6384
32 H 0.2184 -2.1263 1.3366
33 H 0.5989 0.8547 1.7803
34 H -0.9541 0.0358 1.4479
35 H -0.3208 -1.4805 3.4874
36 H -1.0704 0.0803 3.7309
37 H 0.6168 0.3072 5.2555
38 H 1.4102 0.9822 3.8595
39 H 1.6179 -1.8968 4.2252
40 H 4.6982 0.2673 3.1626
41 H 3.1799 0.8977 2.9205
42 H 4.8604 -1.9057 3.2128
43 Cl -3.1945 2.6787 0.4182
44 C -4.5462 1.6289 -0.0978
45 C -4.7059 0.4319 0.7968
46 Cl -3.3388 -0.7088 0.6338
47 H -4.3628 1.3420 -1.1297
48 H -5.4528 2.2289 -0.0575
49 H -5.6032 -0.1093 0.5244
50 H -4.7708 0.7247 1.8407
51 Cl 2.8162 2.1521 0.5931
52 C 3.0892 2.5979 -1.1152
53 C 4.4060 2.0767 -1.6240
54 Cl 5.7948 2.8912 -0.8491
55 H 3.0297 3.6807 -1.1828
56 H 2.2755 2.1603 -1.6927
57 H 4.4816 2.2631 -2.6932
58 H 4.5091 1.0094 -1.4463
59 Cl -1.1776 -1.3397 -2.9845
60 C -2.4779 -2.4103 -3.5718
61 C -2.5540 -3.6483 -2.7177
62 Cl -1.0974 -4.6562 -2.9228
63 H -2.2680 -2.6518 -4.6114
64 H -3.4088 -1.8525 -3.5224
65 H -3.4125 -4.2511 -3.0000
66 H -2.6360 -3.3914 -1.6631
67 Cl 10.2780 -1.1121 3.8296
68 C 8.9488 -1.3644 4.9911
69 C 7.6931 -1.8710 4.3424
70 Cl 6.9394 -0.6360 3.2754
71 H 8.7731 -0.4193 5.4985
72 H 9.2887 -2.0958 5.7192
73 H 6.9671 -2.1072 5.1163
74 H 7.8636 -2.7573 3.7371
75 Cl -8.2953 2.7815 0.1875
76 C -9.5130 1.6414 0.8114
77 C -9.1499 1.1246 2.1780
78 Cl -7.7232 0.0506 2.1335
79 H -9.6142 0.8338 0.0905
80 H -10.4550 2.1847 0.8595
81 H -9.9741 0.5394 2.5817
82 H -8.9278 1.9385 2.8627
83 Cl -0.1680 0.4588 -5.7191
84 C 1.3415 0.0854 -6.5833
85 C 2.3485 -0.5627 -5.6676
86 Cl 2.9571 0.5716 -4.4292
87 H 1.7252 1.0074 -7.0124
88 H 1.0935 -0.6020 -7.3901
89 H 3.2110 -0.8955 -6.2420
90 H 1.9185 -1.4144 -5.1465
91 Cl 8.8282 7.3057 -2.2944
92 C 7.6636 7.0675 -0.9627
93 C 6.3927 6.4116 -1.4332
94 Cl 5.4349 7.4822 -2.4916
95 H 7.4696 8.0394 -0.5171
96 H 8.1496 6.4323 -0.2244
97 H 5.7686 6.1695 -0.5751
98 H 6.5964 5.4975 -1.9823
99 Cl -10.8196 2.2437 -2.7446
100 C -12.0635 3.5179 -2.8424
101 C -11.6638 4.7672 -2.1027
102 Cl -11.6333 4.5234 -0.3365
103 H -12.9912 3.1072 -2.4528
104 H -12.1972 3.7466 -3.8983
105 H -12.3887 5.5549 -2.2991
106 H -10.6786 5.1108 -2.4065
107 Cl -6.0964 -0.6033 -2.1247
108 C -7.3908 -1.6808 -2.7379
109 C -6.9130 -3.0998 -2.8867
110 Cl -5.7154 -3.2308 -4.2038
111 H -7.7368 -1.2774 -3.6860
112 H -8.2051 -1.6279 -2.0236
113 H -7.7378 -3.7558 -3.1457
114 H -6.4510 -3.4636 -1.9714
115 Cl 13.4090 9.0534 -5.7055
116 C 12.2031 7.9866 -4.9386
117 C 12.5547 7.6606 -3.5110
118 Cl 13.9977 6.6194 -3.3913
119 H 12.1260 7.0858 -5.5415
120 H 11.2497 8.5117 -4.9650
121 H 11.7314 7.1187 -3.0490
122 H 12.7468 8.5619 -2.9351
123 Cl -11.0219 -0.7173 -4.0691
124 C -11.7669 -2.3364 -4.1212
125 C -11.8199 -2.9665 -2.7548
126 Cl -10.1911 -3.3947 -2.1594
127 H -11.2043 -2.9494 -4.8206
128 H -12.7788 -2.2092 -4.5015
129 H -12.3940 -3.8903 -2.7928
130 H -12.2742 -2.3007 -2.0262
131 Cl 5.5005 -2.3474 10.4565
132 C 4.9772 -2.4673 8.7511
133 C 5.7901 -3.4557 7.9660
134 Cl 7.4839 -2.9041 7.7324
135 H 5.0364 -1.4721 8.3184
136 H 3.9383 -2.7892 8.7534
137 H 5.3476 -3.5779 6.9800
138 H 5.8320 -4.4239 8.4567

Results of the Mulliken charge analysis, in e, for atoms 1 through 99: atom 1 (C): -0.7193, atom 2 (C): -0.8164, atom 3 (C): -0.1643, atom 4 (C): -0.7722, atom 5 (C): -0.1683, atom 6 (C): 0.5951, atom 7 (C): 1.0849, atom 8 (C): 0.3112, atom 9 (C): -0.8626, atom 10 (C): -0.9331, atom 11 (N): -0.0688, atom 12 (C): 0.7086, atom 13 (N): -0.4330, atom 14 (N): 0.2667, atom 15 (C): 0.1355, atom 16 (O): -0.6403, atom 17 (O): -0.5443, atom 18 (H): 0.2229, atom 19 (H): -0.1736, atom 20 (H): 0.4462, atom 21 (H): 0.4044, atom 22 (H): 0.3506, atom 23 (H): 0.1527, atom 24 (H): 0.4673, atom 25 (H): 0.6553, atom 26 (H): -0.0403, atom 27 (H): 0.0070, atom 28 (H): 0.0950, atom 29 (H): -0.0730, atom 30 (H): -0.7208, atom 31 (H): -0.4794, atom 32 (H): -0.3213, atom 33 (H): 0.2342, atom 34 (H): -0.2485, atom 35 (H): 0.3648, atom 36 (H): 0.4047, atom 37 (H): 0.3487, atom 38 (H): 0.4138, atom 39 (H): 0.2850, atom 40 (H): 0.1391, atom 41 (H): 0.0231, atom 42 (H): 0.0164, atom 43 (Cl): -0.2160, atom 44 (C): -0.0429, atom 45 (C): -0.3790, atom 46 (Cl): -0.0967, atom 47 (H): 0.2477, atom 48 (H): -0.0235, atom 49 (H): 0.0153, atom 50 (H): 0.4693, atom 51 (Cl): -0.1838, atom 52 (C): -0.4663, atom 53 (C): -0.2951, atom 54 (Cl): -0.2161, atom 55 (H): 0.4619, atom 56 (H): 0.1903, atom 57 (H): 0.2996, atom 58 (H): 0.1876, atom 59 (Cl): -0.0474, atom 60 (C): -0.4454, atom 61 (C): -0.1906, atom 62 (Cl): -0.2124, atom 63 (H): 0.3657, atom 64 (H): 0.0981, atom 65 (H): 0.3372, atom 66 (H): 0.1583, atom 67 (Cl): -0.2005, atom 68 (C): -0.4794, atom 69 (C): 0.1432, atom 70 (Cl): -0.2654, atom 71 (H): 0.3643, atom 72 (H): 0.2441, atom 73 (H): -0.2198, atom 74 (H): 0.4071, atom 75 (Cl): -0.1695, atom 76 (C): -0.2599, atom 77 (C): -0.5093, atom 78 (Cl): -0.1591, atom 79 (H): 0.1893, atom 80 (H): 0.2350, atom 81 (H): 0.3331, atom 82 (H): 0.3405, atom 83 (Cl): -0.1388, atom 84 (C): -0.4438, atom 85 (C): -0.5384, atom 86 (Cl): -0.1176, atom 87 (H): 0.3378, atom 88 (H): 0.2940, atom 89 (H): 0.3421, atom 90 (H): 0.2659, atom 91 (Cl): -0.1702, atom 92 (C): -0.4655, atom 93 (C): -0.3017, atom 94 (Cl): -0.1925, atom 95 (H): 0.3359, atom 96 (H): 0.3015, atom 97 (H): 0.2653, atom 98 (H): 0.2221, atom 99 (Cl): -0.1142